# 1
{"formula": "C9H12Cl3N4O", "method": "ωB97M-V/def2-TZVPD", "gap_ev": 7.21, "total_charge": 1, "e_homo_ev": -11.815, "lumo_energy_ev": -4.602, "molar_mass_g_mol": 298.6, "elements": ["O", "N", "C", "N", "C", "C", "C", "C", "C", "C", "N", "C", "N", "H", "H", "H", "H", "H", "H", "H", "H", "H", "H", "H", "C", "Cl", "Cl", "Cl", "H"], "xyz": [[3.54518, 0.31770, -0.09254], [2.37051, 0.94619, -0.41417], [1.32287, 0.76361, 0.47060], [1.56702, -0.09339, 1.72244], [0.20559, -0.76201, 1.88273], [-0.80177, 0.45405, 1.44033], [-2.26705, -0.25738, 1.09187], [-2.68640, -0.38308, -0.50954], [-4.15592, -1.16515, -0.67207], [-4.86277, -1.63070, 0.71910], [-4.45362, -1.45119, 2.14141], [-3.14960, -0.76187, 2.36096], [-0.12482, 1.29087, 0.37844], [4.04815, 0.87744, 0.57602], [2.27135, 1.53015, -1.29328], [1.71970, 0.46760, 2.61058], [-0.00732, -1.34556, 2.89824], [0.04359, -1.53691, 0.98944], [-0.96271, 1.19781, 2.35957], [-2.05024, 0.01421, -1.40679], [-4.61758, -1.36862, -1.75264], [-5.89316, -2.21888, 0.56695], [-2.78725, -0.60526, 3.48763], [-0.30798, 1.06543, -0.62396], [4.36991, 0.85366, -3.70751], [3.02010, 1.92866, -4.10963], [4.91191, -0.02881, -5.14524], [5.70907, 1.77407, -3.00094], [4.02323, 0.12734, -2.96797]]}

=====

# 2
{"formula": "C9H12Cl6F2O6", "method": "ωB97M-V/def2-TZVPD", "gap_ev": 10.02, "e_homo_ev": -10.105, "lumo_energy_ev": -0.081, "molar_mass_g_mol": 466.9, "e_above_lowest_kj_mol": 526.5, "elements": ["C", "Cl", "Cl", "H", "H", "C", "Cl", "Cl", "H", "H", "C", "Cl", "Cl", "H", "H", "C", "C", "O", "C", "O", "O", "F", "H", "H", "H", "C", "C", "O", "C", "O", "O", "F", "H", "H", "H"], "xyz": [[-0.49458, 1.23118, -4.63374], [-1.77431, 0.24746, -5.17633], [-1.20983, 2.39629, -3.60204], [-0.01422, 0.49879, -3.98493], [-0.00971, 1.75366, -5.45837], [2.16999, 1.49615, 0.25913], [2.95615, 1.21923, -1.34940], [3.35626, 1.96142, 1.49708], [1.54647, 2.36999, 0.07010], [1.62358, 0.61495, 0.59530], [-0.39047, 0.98384, -1.19231], [-1.86786, -0.09090, -1.12165], [0.70487, 0.03774, -2.20688], [-0.71474, 1.90925, -1.66830], [-0.06809, 1.18433, -0.17056], [-3.04402, -0.09673, 1.68266], [-1.78784, 0.84633, 1.79286], [-0.83565, 0.02277, 2.42893], [-1.33985, -1.11636, 2.74861], [-0.65739, -1.94736, 3.35790], [-2.65333, -1.18837, 2.37661], [-2.15742, 1.93940, 2.39149], [-3.08986, -0.38693, 0.63300], [-3.99350, 0.39943, 1.88370], [-1.44324, 1.18113, 0.81446], [1.92779, -2.63247, 0.47104], [0.93321, -1.48727, 0.10437], [1.13062, -0.40842, 1.08970], [1.91645, -0.93836, 2.01315], [2.15592, -0.40418, 3.07271], [2.23903, -2.24782, 1.80883], [-0.28433, -2.10382, 0.17737], [2.66709, -2.56918, -0.32741], [1.45034, -3.61131, 0.51574], [1.05260, -1.06372, -0.89285]]}

=====

# 3
{"formula": "C9H12FO2", "method": "ωB97M-V/def2-TZVPD", "gap_ev": 7.17, "total_charge": -1, "e_homo_ev": -3.993, "lumo_energy_ev": 3.176, "molar_mass_g_mol": 171.2, "smiles": "CCCC#C[C@](F)(CC)C(=O)[O-]", "e_above_lowest_kj_mol": 0.0, "elements": ["C", "C", "C", "C", "C", "C", "F", "C", "C", "C", "O", "O", "H", "H", "H", "H", "H", "H", "H", "H", "H", "H", "H", "H"], "xyz": [[0.02243, 0.26047, 4.63625], [-0.08000, -0.34578, 3.20017], [0.14776, 0.75828, 2.14865], [-0.01563, 0.43155, 0.77407], [0.13022, 0.32245, -0.42517], [0.33453, 0.19566, -1.84330], [1.06470, 1.22833, -2.33870], [-1.02382, 0.11247, -2.69235], [-0.71356, -0.20208, -4.17190], [1.28666, -1.18856, -2.10620], [2.49776, -0.94196, -2.12843], [0.63492, -2.22382, -2.28990], [-0.89340, 0.52435, 5.17590], [0.81588, 0.93472, 4.46297], [0.33676, -0.55072, 5.32272], [0.74834, -1.03459, 2.99233], [-1.01568, -0.76406, 3.02089], [1.18431, 1.08060, 2.37799], [-0.58771, 1.60047, 2.39872], [-1.42463, 1.12581, -2.58887], [-1.60659, -0.60123, -2.26090], [-0.36781, -1.27487, -4.27755], [0.01000, 0.40257, -4.56065], [-1.48545, 0.14992, -4.82675]]}

=====

# 4
{"formula": "C9H12IN2", "method": "ωB97M-V/def2-TZVPD", "gap_ev": [7.77, 7.77], "total_charge": 1, "e_homo_ev": [-12.697, -12.698], "lumo_energy_ev": [-4.925, -4.932], "molar_mass_g_mol": 275.1, "e_above_lowest_kj_mol": 595.7, "elements": ["C", "C", "C", "C", "C", "C", "C", "C", "C", "N", "N", "I", "H", "H", "H", "H", "H", "H", "H", "H", "H", "H", "H", "H"], "xyz": [[-2.17623, 0.26574, -0.77932], [0.54606, -0.86652, -0.28238], [0.14058, 0.10321, -1.07129], [-1.52690, -0.93864, 1.07305], [1.86288, -1.26886, 0.14555], [1.25293, 0.98269, -1.63327], [2.87565, -0.07383, 0.00393], [2.23164, 1.22366, -0.45984], [-3.64646, 0.07690, 1.32405], [-1.12293, 0.41459, -1.42985], [-2.45320, -0.17509, 0.65794], [-1.45630, -2.20383, 2.71395], [-3.06735, 0.56637, -1.23045], [1.85661, -1.64883, 1.20615], [2.34498, -2.24500, -0.39588], [1.81722, 0.17776, -2.35326], [0.93234, 1.91146, -2.06800], [3.35982, 0.05806, 1.01695], [3.72117, -0.33500, -0.71857], [2.90013, 2.04848, -0.79329], [1.67343, 1.59639, 0.39116], [-3.53371, -0.25291, 2.44232], [-3.99601, 1.17950, 1.29159], [-4.53634, -0.59626, 0.94875]]}

=====

# 5
{"formula": "C9H12N16O3RuSbSe4", "method": "ωB97M-V/def2-TZVPD", "gap_ev": [5.35, 5.81], "multiplicity": 2, "total_charge": -2, "e_homo_ev": [-2.076, -2.079], "lumo_energy_ev": [3.271, 3.729], "molar_mass_g_mol": 931.0, "s2": 0.782, "e_above_lowest_kj_mol": 617.7, "elements": ["Ru", "N", "N", "C", "N", "N", "N", "O", "O", "H", "H", "H", "H", "H", "N", "C", "N", "N", "N", "N", "C", "N", "N", "N", "N", "H", "Se", "Sb", "Se", "Se", "Se", "N", "C", "O", "C", "C", "C", "N", "C", "C", "H", "H", "H", "H", "H", "H"], "xyz": [[-0.41872, 0.47891, -0.83634], [-0.79171, 0.08573, 2.77146], [-2.07762, 0.57704, 3.02167], [-2.80738, 1.09367, 1.97131], [-4.07390, 1.46871, 2.32129], [-2.26632, 1.09438, 0.80115], [-2.93779, 1.83941, -0.24984], [-3.86161, 2.55455, -0.02392], [-2.11536, 2.05520, -1.12569], [-0.77897, -0.86146, 2.38243], [-0.24925, 0.15243, 3.61939], [-2.66184, 0.05200, 3.66388], [-4.15297, 1.79023, 3.27205], [-4.53355, 2.02397, 1.61476], [-2.42113, -3.05123, -1.20593], [-1.44804, -3.00599, -0.20742], [-1.15114, -4.07547, 0.52065], [-0.23943, -3.62962, 1.39854], [-0.01075, -2.37832, 1.19640], [-0.76526, -1.92566, 0.16241], [-3.24914, -1.93460, -1.23566], [-4.55805, -1.94989, -1.05409], [-4.88268, -0.63352, -0.94877], [-3.80487, 0.05417, -1.08872], [-2.75022, -0.70076, -1.29380], [-2.93736, -3.91727, -1.16101], [3.13758, 2.65262, -2.89045], [0.74919, 2.51969, -2.35038], [0.61509, 2.39688, 0.22688], [-0.21323, 0.30488, -3.29198], [-0.46319, 4.37828, -3.26467], [5.95688, 1.18266, -0.91502], [5.62075, 0.20465, -0.04169], [6.37201, -0.24815, 0.80599], [4.19348, -0.22684, -0.22289], [3.31045, -0.20513, 0.84669], [1.96687, -0.32908, 0.59003], [1.45008, -0.48654, -0.64865], [2.32706, -0.60406, -1.65249], [3.69747, -0.49517, -1.47795], [6.85686, 1.61786, -0.80776], [5.22219, 1.64776, -1.44915], [3.65953, -0.01735, 1.85020], [1.24340, -0.29818, 1.38650], [1.90452, -0.73016, -2.63406], [4.33805, -0.52124, -2.34537]]}

=====

# 6
{"formula": "C9H12N2O", "method": "ωB97M-V/def2-TZVPD", "gap_ev": 9.65, "e_homo_ev": -9.024, "lumo_energy_ev": 0.624, "molar_mass_g_mol": 164.2, "smiles": "Cc1cccc(CN(C)N=O)c1", "e_above_lowest_kj_mol": 787.0, "elements": ["C", "C", "C", "C", "C", "C", "C", "N", "C", "N", "O", "C", "H", "H", "H", "H", "H", "H", "H", "H", "H", "H", "H", "H"], "xyz": [[-0.45864, 3.34863, -1.39927], [0.17595, 2.01804, -0.89165], [1.62815, 1.90872, -0.58912], [2.07570, 0.64191, -0.31450], [1.28858, -0.46166, -0.51305], [-0.05040, -0.47765, -0.46713], [-0.94459, -1.65867, -0.22451], [-0.85216, -2.30890, 0.94340], [-0.92410, -1.79936, 2.21952], [-0.09606, -3.27553, 0.67840], [0.43556, -3.81199, 1.70302], [-0.61063, 0.91968, -0.52285], [-0.85768, 3.95013, -0.44246], [0.43455, 3.73982, -2.27027], [-1.41942, 3.02085, -1.95074], [2.37885, 2.70000, -0.82737], [3.24335, 0.58119, 0.09815], [2.09394, -1.32507, -0.91246], [-1.98661, -1.61649, -0.08180], [-0.74248, -2.46459, -0.97397], [0.04027, -1.89615, 2.67939], [-1.94335, -2.17105, 2.73854], [-1.30916, -0.65670, 2.08854], [-1.59960, 1.09485, -0.76783]]}

=====

Q: Which formula does entry 4 have?
A: C9H12IN2